DFT (wB97M-V/def2-TZVPD) results for a 3-piece molecular cluster, C24H43N4O3 overall at a distorted geometry.

The gap between HOMO and LUMO (alpha / beta) is 8.665 / 8.280 eV. For the LUMO energy (alpha / beta), the calculation gives 0.5 / 0.1 eV. The molar mass comes out at 435.633 u. As for the spin multiplicity: 2.

```
74
Properties=species:S:1:pos:R:3:forces:R:3:lowdin_charge:R:1
C 2.879387 -1.849354 1.867080 -0.6501 0.4153 -1.4364 -0.120
C 1.650241 -0.722240 1.995844 1.5132 -2.0839 0.9897 -0.264
N 2.332583 0.623309 2.058635 -2.0799 0.3094 0.0826 -0.068
C 1.390765 1.759044 1.604554 0.7068 1.2134 0.7572 -0.377
C 0.102294 1.824827 2.602990 -1.6828 0.5061 0.3523 -0.126
C -1.363189 1.632270 1.906910 -4.3978 0.2850 -1.3540 -0.135
C -1.875881 0.361144 1.008068 -2.6054 3.0995 0.7174 -0.022
C -3.426017 0.324839 0.389970 0.2780 2.8754 1.9878 -0.056
C -4.549427 1.516826 0.671981 4.6538 0.4156 1.8316 -0.072
C -4.034149 2.792032 1.575821 2.3247 -3.0137 -0.6829 -0.084
C -2.495332 2.837327 2.160886 -1.3964 -2.4768 -1.7288 -0.036
C 1.062983 1.742062 0.003419 0.5564 0.0051 -0.9869 -0.056
C 2.317862 2.371449 -0.907017 -0.9851 -2.2075 -1.9759 -0.404
C 3.705013 1.510339 -0.792250 1.2994 0.8742 -0.2407 -0.067
C 1.803886 2.196871 -2.489178 0.9827 -1.3551 0.0392 -0.082
N 2.456877 3.859839 -0.685729 -3.3029 0.0648 -0.0223 -0.117
O 1.771693 4.593091 -1.580600 2.0214 -1.2174 1.5745 -0.061
C 2.061085 4.292817 0.709324 0.6637 2.3157 2.5010 -0.411
C 3.117163 5.529546 1.103886 -1.2061 -0.2023 0.5686 -0.071
C 0.553136 5.013051 0.775146 0.8346 0.7038 -0.6667 -0.053
C 2.280301 3.150119 1.873679 1.1102 -0.9836 -1.1920 -0.078
H 3.784913 -1.590347 2.561707 -1.8665 -0.5757 -1.2058 0.073
H 3.231849 -1.767598 0.729893 -0.4990 -0.2303 2.5387 0.080
H 2.456359 -2.937109 1.994718 0.9360 2.1612 -0.0381 0.059
H 0.971711 -0.900030 1.060091 1.1836 0.6886 1.9953 0.100
H 1.117561 -0.972588 3.028775 0.5334 0.5407 -2.3496 0.118
H 2.520743 0.798812 3.091452 -0.2655 -0.1632 -1.7825 0.127
H 0.097048 2.901830 3.118217 -0.2231 -2.3383 -1.2286 0.107
H 0.145835 1.062101 3.518649 0.1915 1.4369 -2.1747 0.126
H -1.159371 -0.537094 0.788553 -1.6046 1.9409 0.4463 0.070
H -3.809276 -0.585465 -0.264972 1.1612 2.0501 1.5515 0.067
H -5.659144 1.485277 0.255491 2.7754 -0.0467 0.8842 0.087
H -4.792135 3.677457 1.831902 1.9689 -2.1732 -0.6296 0.086
H -2.226150 3.786348 2.832238 -0.4740 -2.3746 -1.6702 0.087
H 0.879353 0.663388 -0.453712 0.4068 2.1520 1.2176 0.127
H 0.121723 2.382696 -0.319770 1.8719 -1.3502 1.1501 0.125
H 4.532623 2.116577 -1.402458 -1.7799 -1.2584 1.2052 0.099
H 4.134520 1.386919 0.288825 -1.1317 0.2262 -2.0070 0.067
H 3.662386 0.443772 -1.289276 -0.3485 2.1898 1.0697 0.089
H 0.676269 2.472177 -2.636830 2.3471 -0.3129 0.2625 0.092
H 1.947255 1.034502 -2.717595 -0.5151 2.4190 0.4776 0.088
H 2.532406 2.742884 -3.255063 -1.8101 -0.9339 1.8187 0.102
H 2.834166 5.808239 2.226621 0.9084 -0.4632 -2.3431 0.094
H 4.236962 5.201818 1.006929 -2.2075 0.6444 0.2047 0.090
H 2.859283 6.462337 0.439762 0.7523 -1.9076 1.1709 0.086
H -0.234847 4.493482 0.084739 1.4423 0.8352 1.6398 0.085
H 0.705572 6.107424 0.333871 -0.4584 -2.4064 0.9587 0.088
H 0.216925 5.136829 1.892586 0.5672 -0.5139 -2.1912 0.088
H 3.420461 2.809391 1.777102 -2.4014 0.7266 0.2199 0.121
H 2.171204 3.551136 2.975264 -0.0872 -0.5403 -2.3709 0.129
C -5.117571 -1.297418 -4.545387 0.0846 0.0909 -0.2390 -0.015
C -5.812114 -0.905906 -3.270382 -0.4485 0.9388 0.4543 -0.552
O -6.200147 0.242398 -3.062975 0.2594 -0.7077 -0.1648 0.016
N -6.007777 -1.871131 -2.326942 0.0783 0.4351 -0.3025 -0.006
C -5.628795 -3.263857 -2.382269 -0.1934 0.0719 0.3763 -0.084
H -5.033599 -0.425333 -5.199213 -0.0932 -0.1227 0.2785 0.087
H -4.110547 -1.662245 -4.326403 -0.1101 -0.1282 -0.1170 0.085
H -5.696447 -2.064432 -5.066821 0.2011 -0.0533 0.0295 0.085
H -6.480969 -1.533525 -1.496792 0.1061 -0.0958 -0.2162 0.140
H -6.533979 -3.865968 -2.277405 0.1918 -0.2590 -0.0681 0.083
H -4.960286 -3.466849 -1.542762 0.0485 -0.3040 -0.1353 0.081
H -5.127500 -3.521009 -3.316301 -0.1118 0.1472 0.1667 0.076
C 2.407594 -5.907736 -1.355706 0.0824 0.0987 -0.2342 -0.013
C 1.713051 -5.516225 -0.080700 -0.4277 0.7443 0.5006 -0.544
O 1.325018 -4.367921 0.126706 0.2109 -0.5902 -0.1832 0.007
N 1.517388 -6.481450 0.862739 0.0547 0.5044 -0.3829 -0.001
C 1.896371 -7.874175 0.807412 -0.1857 0.0646 0.3755 -0.082
H 2.491566 -5.035652 -2.009532 -0.0921 -0.1225 0.2717 0.086
H 3.414619 -6.272564 -1.136722 -0.1162 -0.1294 -0.1188 0.086
H 1.828719 -6.674750 -1.877140 0.2052 -0.0514 0.0311 0.085
H 1.044196 -6.143843 1.692889 0.1215 -0.0937 -0.2137 0.143
H 0.991186 -8.476286 0.912277 0.1940 -0.2546 -0.0692 0.083
H 2.564880 -8.077167 1.646919 0.0420 -0.2934 -0.1421 0.084
H 2.397665 -8.131327 -0.126620 -0.1136 0.1441 0.1673 0.076
```
Positions in Å, forces in eV/Å.